{"formula": "C5H7BO2S", "method": "ωB97M-V with the def2-TZVPD basis set", "symbols": ["C", "C", "C", "S", "C", "B", "O", "O", "C", "H", "H", "H", "H", "H", "H", "H"], "coordinates": [[2.09235, -1.77372, 0.08722], [1.15772, -0.67726, 0.46904], [1.34349, 0.21905, 1.48342], [0.09386, 1.38905, 1.42386], [-0.77966, 0.62718, 0.16442], [-2.11462, 1.15429, -0.41003], [-2.04836, 1.85493, -1.60755], [-3.33320, 0.90183, 0.22084], [-0.05283, -0.43240, -0.28700], [2.70520, -2.01528, 0.94223], [1.51691, -2.62948, -0.29970], [2.73360, -1.38061, -0.69232], [2.24907, 0.30074, 2.03816], [-1.23782, 2.01098, -2.13823], [-3.99008, 1.44978, -0.25799], [-0.33562, -0.99908, -1.13639]], "forces_ev_per_angstrom": [[-0.411, 0.242, -0.069], [-0.931, 0.014, -0.444], [-0.645, -0.202, -1.647], [-0.314, 0.429, 0.981], [0.845, -0.188, 0.438], [-0.009, 0.175, -0.526], [-0.619, 0.080, -0.194], [0.820, 1.284, -1.377], [0.893, 0.264, 1.103], [0.219, -0.497, 0.098], [0.496, 0.138, 0.264], [0.291, -0.233, -0.321], [0.180, 0.229, 0.616], [-0.668, -0.477, 1.222], [0.111, -0.580, 0.417], [-0.257, -0.676, -0.561]], "relative_energy_ev": 0.000, "energy_ev": -20907.743, "smiles": "Cc1csc(B(O)O)c1", "homo_ev": -8.7, "fmax_ha_per_bohr": 0.040, "spin_multiplicity": 1, "orbital_gap_ev": 9.20}